Computed, not measured: the molecule C3H4F2O2S, with the ωB97M-V functional and the def2-TZVPD basis.

Output
- SMILES string = CS(=O)(=O)/C(F)=C\F
- calculated total energy (hartree) = -865.03569
- HOMO-LUMO gap (eV) = 11.02
- total charge = 0
- energy relative to the best compared isomer or geometry (same formula, charge and spin) (eV) = 0.757
- highest occupied orbital energy (eV) = -10.35

Cartesian coordinates (Å):
1 C -0.179 0.121 -1.885
2 S 0.716 -0.327 -0.382
3 O 1.888 0.483 -0.257
4 O 0.845 -1.749 -0.301
5 C -0.451 0.192 0.934
6 F -1.587 0.732 0.475
7 C -0.228 0.063 2.229
8 F 0.902 -0.474 2.662
9 H 0.451 -0.157 -2.720
10 H -1.109 -0.433 -1.908
11 H -0.351 1.190 -1.876
12 H -0.897 0.360 3.029